Record 1
The following is a DFT calculation (ωB97M-V/def2-TZVPD) of an isolated ion of composition C6H13N2OS and charge +1 in a non-equilibrium geometry.

Values from the calculation:
Energy relative to the best compared isomer or geometry (same formula, charge and spin) = 105.8 kcal/mol
Frontier orbital gap = 8.624 eV
Total charge = +1
SMILES = C=C(C)SCC[NH2+]/C=N/O

Atoms and positions in Å:
C: -2.5376 -0.7764 -0.9251
C: -1.9685 0.0420 -0.0971
C: -2.2390 0.5481 1.2811
S: -0.7018 0.9915 -0.9045
C: 0.4776 1.5226 0.3586
C: 1.9201 1.4627 -0.1336
N: 2.3638 0.0157 -0.1255
C: 1.4668 -1.0011 -0.8259
N: 1.0920 -1.8272 0.0689
O: 0.3751 -2.9492 -0.0958
H: -2.2717 -0.8036 -1.9639
H: -3.3101 -1.3490 -0.6268
H: -2.8652 -0.2045 1.8914
H: -2.7530 1.5282 1.3065
H: -1.3229 0.4272 1.8883
H: 0.3676 0.8707 1.3417
H: 0.1278 2.6018 0.7211
H: 1.9407 1.6826 -1.1913
H: 2.6740 2.0167 0.4539
H: 3.3770 -0.0419 -0.3880
H: 2.2881 -0.4003 0.7972
H: 1.2903 -1.0188 -1.8376
H: 0.2088 -3.3378 -0.9935

Results of the natural (NBO) charge analysis, in e, for atoms 1 through 8: C -0.381; C -0.120; C -0.675; S 0.228; C -0.613; C -0.227; N -0.530; C 0.144



Record 2
The following is a DFT calculation (ωB97M-V/def2-TZVPD) of an isolated ion of composition C6H13N2S and charge +1 in a non-equilibrium geometry.

Values from the calculation:
Energy relative to the best compared isomer or geometry (same formula, charge and spin) = 125.7 kcal/mol
Frontier orbital gap (spin up / spin down) = 8.627 / 8.098 eV
Total charge = +1

Atoms and positions in Å:
C: 0.4440 0.1397 1.1190
C: -0.7213 0.2426 1.9725
C: -0.1413 -1.5126 -1.2750
C: 0.2070 -2.2222 0.0625
C: -0.6820 0.9589 -1.3928
C: 0.8592 1.3057 -1.0050
N: -0.9689 -0.3660 -0.9899
N: 0.7428 1.4778 0.5412
S: 1.5151 -1.1274 0.8154
H: -0.9871 -0.7005 2.5609
H: -1.6095 0.5947 1.4120
H: 0.8920 -1.3191 -1.7185
H: -0.9269 -2.2308 -1.6263
H: -0.7189 -2.0770 0.6938
H: 0.3890 -3.2743 0.0525
H: -1.2699 1.5965 -0.6684
H: -0.9091 0.9929 -2.4534
H: 1.3267 2.2683 -1.5242
H: 1.4265 0.4292 -1.0868
H: 1.7114 1.7627 0.8387
H: -0.5829 0.9692 2.8796
H: 0.0044 2.0917 0.7923

Results of the natural (NBO) charge analysis, in e, for atoms 1 through 8: C -0.010; C -0.743; C -0.324; C -0.472; C -0.274; C -0.236; N -0.295; N -0.578



Record 3
The following is a DFT calculation (ωB97M-V/def2-TZVPD) of one molecule with the formula C6H13N3 in a non-equilibrium geometry.

Values from the calculation:
Energy relative to the best compared isomer or geometry (same formula, charge and spin) = 83.1 kcal/mol
Frontier orbital gap = 9.004 eV
SMILES = CC(C)[C@@H]1C=NN(C)N1

Atoms and positions in Å:
C: 1.7934 -1.3161 -0.0966
C: 1.2109 0.0753 0.3053
C: 2.2603 1.1842 0.3183
C: 0.1119 0.4013 -0.6946
C: -0.7254 1.5341 -0.2851
N: -1.9317 1.2351 0.0782
N: -2.2300 0.0096 -0.2468
C: -2.9838 -0.7477 0.6855
N: -0.9925 -0.7180 -0.7355
H: 2.4262 -1.1169 -1.0816
H: 1.0300 -2.0953 -0.1190
H: 2.4385 -1.7987 0.7296
H: 0.5698 -0.1462 1.1713
H: 2.7758 1.2112 -0.7550
H: 3.0476 0.9614 1.1160
H: 1.6963 2.0851 0.4231
H: 0.5241 0.5305 -1.6506
H: -0.3655 2.5635 -0.1981
H: -4.1281 -0.5995 0.6752
H: -2.7680 -1.9025 0.4367
H: -2.5379 -0.5013 1.6529
H: -1.2219 -0.8494 -1.7291

Results of the natural (NBO) charge analysis, in e, for atoms 1 through 8: C -0.620; C -0.240; C -0.610; C -0.123; C -0.040; N -0.196; N -0.143; C -0.422



Record 4
The following is a DFT calculation (ωB97M-V/def2-TZVPD) of an isolated ion of composition C6H13N3O2P and charge -1 in a non-equilibrium geometry.

Values from the calculation:
Energy relative to the best compared isomer or geometry (same formula, charge and spin) = 61.4 kcal/mol
Frontier orbital gap = 8.086 eV
Total charge = -1

Atoms and positions in Å:
C: -2.5742 1.0761 -1.2174
C: -1.1099 0.3970 -1.4802
O: -0.6533 0.6124 -2.6426
N: -0.5823 -0.3670 -0.4047
C: -1.5191 -1.1015 0.4537
P: 1.1199 -0.7748 -0.3520
C: 1.6492 1.0801 -0.1783
C: 1.2505 1.6914 1.2705
N: 2.1543 2.4978 1.8333
O: 0.8322 -2.5397 -0.5483
C: 1.3105 -3.2298 0.5942
N: 1.3217 -3.6612 1.7327
H: -3.3347 0.3355 -1.6822
H: -2.6739 2.0782 -1.7524
H: -2.7764 1.2481 -0.1016
H: -1.9713 -0.3474 1.2160
H: -2.4325 -1.4622 -0.1634
H: -1.0890 -1.9490 1.0832
H: 1.0534 -0.9109 1.1035
H: 2.5348 -1.1003 -0.2557
H: 1.3187 -0.7545 -1.7963
H: 1.3000 1.7340 -1.0480
H: 2.8075 1.1192 -0.2004
H: 0.2474 1.4997 1.7840
H: 1.8128 2.8353 2.7490

Results of the natural (NBO) charge analysis, in e, for atoms 1 through 8: C -0.730; C 0.722; O -0.633; N -0.789; C -0.413; P 1.119; C -0.775; C 0.147



Record 5
The following is a DFT calculation (ωB97M-V/def2-TZVPD) of an isolated ion of composition C6H13N3O5P3 and charge +1 in a non-equilibrium geometry.

Values from the calculation:
Energy relative to the best compared isomer or geometry (same formula, charge and spin) = 5.3 kcal/mol
Frontier orbital gap = 7.760 eV
Total charge = +1

Atoms and positions in Å:
C: -0.5663 3.1636 0.7690
N: -0.7780 2.4899 -0.5273
C: 0.1475 1.4456 -0.8032
N: -0.3360 0.1495 -0.2416
N: 0.5336 -0.4229 0.5883
C: 0.1985 -1.6002 1.0827
P: 1.3654 -2.5036 2.2154
P: 3.2133 -2.5473 1.0327
O: 4.1204 -3.5739 1.5195
O: 2.6892 -2.7705 -0.4611
O: 3.7915 -1.0596 1.0070
C: -1.0117 -2.2331 0.7798
C: -1.8794 -1.6082 -0.0871
C: -1.5077 -0.3705 -0.6153
P: -2.8229 0.2969 -1.8387
O: -3.4153 1.5126 -0.9817
O: -1.9468 1.0237 -3.0089
H: 0.0487 2.5685 1.4422
H: -1.5176 3.3642 1.2565
H: -0.0667 4.1208 0.6202
H: -0.6724 3.1799 -1.2579
H: 1.1444 1.6158 -0.3911
H: 0.2783 1.3191 -1.8755
H: 1.6392 -1.5837 3.2429
H: 2.2709 -1.9569 -0.7756
H: 4.7051 -1.0314 1.3280
H: -1.2328 -3.2016 1.2047
H: -2.8251 -2.0516 -0.3642
H: -4.2004 1.8805 -1.4132
H: -1.3669 0.3844 -3.4463

Results of the natural (NBO) charge analysis, in e, for atoms 1 through 8: C -0.430; N -0.619; C -0.053; N -0.092; N -0.172; C -0.061; P 0.170; P 2.119



Record 6
The following is a DFT calculation (ωB97M-V/def2-TZVPD) of a 2-piece molecular cluster, C6H13N4 overall in a non-equilibrium geometry.

Values from the calculation:
Energy relative to the best compared isomer or geometry (same formula, charge and spin) = 41.3 kcal/mol
Frontier orbital gap = 9.027 eV
Total charge = +1

Atoms and positions in Å:
C: 2.0497 -1.0294 0.1934
C: 2.8046 -0.4073 -0.7687
C: 2.0887 1.1485 0.6456
C: 1.6452 -0.0481 1.1351
C: -2.4635 -2.1171 -0.3106
C: -0.9742 -0.1140 -0.2291
N: 2.8324 0.9329 -0.4985
N: -2.1071 2.0313 0.2601
N: -0.9097 1.2267 -0.1839
N: -2.1621 -0.6945 -0.2224
H: 1.8862 -2.1105 0.2053
H: 3.2726 -0.8361 -1.5488
H: 1.9698 2.0831 1.1628
H: -3.2195 -2.5035 0.3488
H: -2.5634 -2.3906 -1.3254
H: -1.4583 -2.5020 -0.0307
H: -0.0387 -0.6798 -0.3415
H: 3.1524 1.7219 -1.1285
H: -1.7827 2.3387 1.1520
H: 1.2400 -0.4178 2.0233
H: -0.0471 1.7139 -0.0136
H: -2.8476 -0.0578 -0.1204
H: -2.3678 2.7117 -0.4044

Results of the natural (NBO) charge analysis, in e, for atoms 1 through 8: C -0.345; C -0.032; C -0.117; C -0.330; C -0.410; C 0.369; N -0.500; N -0.664



Record 7
The following is a DFT calculation (ωB97M-V/def2-TZVPD) of a 2-piece molecular cluster, C6H13NO overall in a non-equilibrium geometry.

Values from the calculation:
Energy relative to the best compared isomer or geometry (same formula, charge and spin) = 47.1 kcal/mol
Frontier orbital gap (spin up / spin down) = 3.914 / 6.372 eV
Total charge = -1
Spin multiplicity = 2

Atoms and positions in Å:
C: -1.4747 0.2764 -1.3188
N: -0.0473 -0.0947 -1.2460
C: 0.6393 -0.1117 0.0133
C: 1.5604 0.9131 0.2790
C: 1.4473 2.2448 -0.4142
C: 0.6768 -1.1027 2.3006
C: 0.4090 -1.1337 0.9634
H: -1.6075 1.3225 -1.6576
H: -1.8740 0.2929 -0.2996
H: -1.9662 -0.4350 -1.9731
H: 0.3751 0.4699 -1.9626
H: 2.4329 0.6696 0.8706
H: 0.6977 2.3934 -1.1828
H: 2.4537 2.6687 -0.5016
H: 1.0675 3.0789 0.2508
H: 0.5126 -2.0029 2.9067
H: 0.8566 -0.1517 2.8237
H: 0.1940 -2.1221 0.5025
H: -1.5162 -2.7402 -0.5963
H: -2.4849 -1.8151 0.3665
O: -2.3521 -2.6206 -0.1247

Results of the natural (NBO) charge analysis, in e, for atoms 1 through 8: C -0.426; N -0.660; C 0.032; C -0.434; C -0.653; C -0.622; C -0.320; H 0.152



Record 8
The following is a DFT calculation (ωB97M-V/def2-TZVPD) of one molecule with the formula C6H13NO in a non-equilibrium geometry.

Values from the calculation:
Energy relative to the best compared isomer or geometry (same formula, charge and spin) = 66.5 kcal/mol
Frontier orbital gap = 9.443 eV
SMILES = C=C[C@@H](O)NC(C)C

Atoms and positions in Å:
C: -2.1965 1.5442 -0.2927
C: -0.9600 1.2442 0.0903
C: -0.6724 -0.0732 1.1481
O: -1.8733 -0.4490 1.7421
N: -0.1389 -1.2095 0.5150
C: 1.0548 -1.1032 -0.4084
C: 0.7259 -0.3317 -1.6650
C: 2.2270 -0.5037 0.3592
H: -2.9705 0.7891 -0.3183
H: -2.4698 2.5218 -0.6618
H: -0.2253 2.0338 0.2131
H: 0.0456 0.3450 1.8650
H: -2.2732 0.3348 2.1450
H: -0.8879 -1.7163 0.0543
H: 1.2734 -2.1506 -0.6496
H: 0.0331 -0.8641 -2.3085
H: 1.6015 -0.0291 -2.2281
H: 0.1398 0.6699 -1.2382
H: 2.3073 -0.9517 1.3470
H: 3.1487 -0.6711 -0.1946
H: 2.1105 0.5703 0.4860

Results of the natural (NBO) charge analysis, in e, for atoms 1 through 8: C -0.414; C -0.289; C 0.276; O -0.707; N -0.647; C -0.045; C -0.623; C -0.621



Record 9
The following is a DFT calculation (ωB97M-V/def2-TZVPD) of a 2-piece molecular cluster, C6H13NO overall in a non-equilibrium geometry.

Values from the calculation:
Energy relative to the best compared isomer or geometry (same formula, charge and spin) = 56.6 kcal/mol
Frontier orbital gap = 9.233 eV
SMILES = C=C(C)CO.C=CN

Atoms and positions in Å:
C: 0.2331 -0.6577 -2.0226
C: -0.4113 0.3370 -1.3836
C: -0.0097 1.7712 -1.5817
C: -1.8210 0.1091 -0.7712
O: -2.0167 0.9067 0.3794
H: -0.0939 -1.6905 -1.9562
H: 1.1510 -0.4672 -2.5712
H: -0.8659 2.4517 -1.5675
H: 0.6725 2.0800 -0.7836
H: 0.4870 1.9271 -2.5450
H: -2.5739 0.4033 -1.5072
H: -1.9824 -0.9442 -0.5187
H: -1.3882 0.5926 1.0513
C: 1.1332 0.2782 2.3567
C: 1.0026 -0.7777 1.5536
N: 1.3401 -2.0686 1.8296
H: 1.5390 0.1884 3.3591
H: 0.8499 1.2685 2.0142
H: 0.4544 -0.6611 0.5698
H: 1.4589 -2.2824 2.8157
H: 0.8413 -2.7645 1.2790

Results of the natural (NBO) charge analysis, in e, for atoms 1 through 8: C -0.408; C -0.006; C -0.658; C -0.096; O -0.720; H 0.192; H 0.200; H 0.226



Record 10
The following is a DFT calculation (ωB97M-V/def2-TZVPD) of one molecule with the formula C6H13NO.

Values from the calculation:
Energy relative to the best compared isomer or geometry (same formula, charge and spin) = 77.0 kcal/mol
Frontier orbital gap = 9.372 eV
SMILES = C=CC[C@@H]([O-])[NH+](C)C

Atoms and positions in Å:
C: 1.9905 2.1869 -1.8177
C: 0.7510 1.9062 -1.4317
C: 0.2578 0.5433 -1.0454
C: -0.2825 0.5840 0.3876
O: -1.4337 1.2659 0.5828
N: -0.8302 -0.8126 0.9303
C: -0.1369 -1.3290 2.1175
C: -1.1402 -1.8543 -0.0574
H: 2.7524 1.4179 -1.8965
H: 2.2895 3.1961 -2.0741
H: 0.0103 2.6961 -1.3526
H: 1.0627 -0.1941 -1.1383
H: -0.5601 0.2568 -1.7123
H: 0.5508 0.8372 1.0700
H: -1.7003 0.0231 1.0843
H: -0.0111 -0.5192 2.8351
H: -0.7304 -2.1206 2.5770
H: 0.8452 -1.7296 1.8529
H: -0.2283 -2.2798 -0.4837
H: -1.7458 -1.4255 -0.8529
H: -1.7106 -2.6490 0.4249

Results of the natural (NBO) charge analysis, in e, for atoms 1 through 8: C -0.405; C -0.157; C -0.492; C 0.309; O -0.843; N -0.477; C -0.412; C -0.415



Record 11
The following is a DFT calculation (ωB97M-V/def2-TZVPD) of a 2-piece molecular cluster, C6H13NO overall in a non-equilibrium geometry.

Values from the calculation:
Energy relative to the best compared isomer or geometry (same formula, charge and spin) = 89.9 kcal/mol
Frontier orbital gap (spin up / spin down) = 7.562 / 7.566 eV

Atoms and positions in Å:
C: -1.3565 -0.5950 0.0368
C: 0.2097 0.9777 -0.8542
C: 0.5034 1.8911 1.5453
C: -0.6313 -1.0401 1.2556
C: 0.5761 -1.8224 -1.6335
N: -1.0883 0.5326 -0.6282
C: 1.0557 1.5980 0.1570
O: 2.1852 1.9674 -0.1344
H: -1.7173 0.7042 -1.4036
H: -2.3431 -1.0070 -0.1306
H: 0.3171 1.4635 -1.8174
H: 0.7082 -0.5942 -1.3506
H: 0.7303 2.9325 1.7735
H: 1.0055 1.2695 2.2866
H: -0.5700 1.7365 1.6193
H: -1.0002 -0.5443 2.1610
H: -0.7654 -2.1149 1.3803
H: 0.4320 -0.8317 1.1776
H: 0.0461 -1.7739 -2.5826
H: 1.5929 -2.1576 -1.8340
H: 0.1099 -2.5918 -1.0240

Results of the natural (NBO) charge analysis, in e, for atoms 1 through 8: C 0.107; C -0.354; C -0.713; C -0.691; C -0.910; N -0.419; C 0.504; O -0.602